No. 1
{
  "formula": "C44H34N6PdS5Se",
  "method": "ωB97M-V/def2-TZVPD",
  "species": ["Pd", "S", "C", "N", "C", "C", "C", "C", "C", "C", "S", "H", "H", "H", "H", "N", "S", "N", "S", "N", "S", "N", "C", "C", "C", "C", "C", "C", "C", "C", "C", "C", "C", "C", "C", "C", "C", "C", "C", "C", "C", "C", "C", "C", "C", "C", "C", "C", "C", "C", "C", "C", "C", "C", "C", "C", "C", "C", "H", "H", "H", "H", "H", "H", "H", "H", "H", "H", "H", "H", "H", "H", "H", "H", "H", "H", "H", "H", "H", "H", "H", "H", "H", "H", "H", "H", "H", "H", "Se", "C", "N"],
  "xyz": [[-0.1780, 0.2397, 0.3502], [-0.3712, -0.3937, 2.7332], [-1.2714, -1.6108, 1.9523], [-1.4681, -1.5691, 0.6573], [-2.2670, -2.6067, 0.2192], [-2.7242, -2.7863, -1.0812], [-3.5176, -3.8794, -1.3627], [-3.8709, -4.7885, -0.3612], [-3.4464, -4.6001, 0.9415], [-2.6494, -3.5003, 1.2256], [-2.0118, -2.9732, 2.7563], [-2.4766, -2.0577, -1.8420], [-3.8864, -4.0234, -2.3680], [-4.4968, -5.6361, -0.6002], [-3.7372, -5.2870, 1.7219], [0.2041, 0.8031, -1.7878], [0.4204, 0.3243, -3.1264], [1.9616, 0.5928, -3.7665], [3.1618, -0.2503, -3.3180], [3.3454, -0.9079, -1.9470], [2.9507, -0.4032, -0.3892], [1.7074, -0.8723, 0.1869], [3.3707, 1.3522, -0.4160], [4.6812, 1.7277, -0.6898], [5.0212, 3.0679, -0.7066], [4.0567, 4.0326, -0.4462], [2.7587, 3.6523, -0.1512], [2.4125, 2.3081, -0.1299], [4.3797, -1.0558, 0.4635], [4.2803, -1.0004, 1.8479], [5.3190, -1.5011, 2.6140], [6.4303, -2.0633, 2.0019], [6.5076, -2.1323, 0.6190], [5.4769, -1.6254, -0.1600], [4.5408, 0.8078, -3.7413], [5.8154, 0.2609, -3.6297], [6.9119, 1.0623, -3.8921], [6.7223, 2.3908, -4.2621], [5.4445, 2.9194, -4.3740], [4.3343, 2.1259, -4.1128], [3.3938, -1.6292, -4.4310], [3.2658, -1.3541, -5.7872], [3.4312, -2.3841, -6.6949], [3.7105, -3.6684, -6.2410], [3.8251, -3.9282, -4.8844], [3.6696, -2.9017, -3.9609], [0.1846, -1.4155, -3.5087], [0.0677, -1.8585, -4.8228], [-0.0014, -3.2169, -5.0700], [0.0462, -4.1217, -4.0140], [0.1507, -3.6676, -2.7121], [0.2185, -2.3042, -2.4489], [-0.5434, 1.1379, -4.3816], [-1.8746, 1.3082, -4.0166], [-2.7291, 1.9521, -4.8978], [-2.2507, 2.4221, -6.1115], [-0.9154, 2.2585, -6.4538], [-0.0477, 1.6119, -5.5853], [5.4389, 0.9791, -0.8724], [6.0420, 3.3576, -0.9131], [4.3208, 5.0809, -0.4617], [2.0039, 4.3938, 0.0655], [1.3816, 2.0385, 0.1069], [3.3880, -0.6000, 2.3090], [5.2519, -1.4651, 3.6914], [7.2329, -2.4608, 2.6062], [7.3670, -2.5844, 0.1449], [5.5184, -1.6814, -1.2347], [5.9478, -0.7733, -3.3451], [7.9091, 0.6546, -3.8110], [7.5808, 3.0154, -4.4648], [5.3047, 3.9521, -4.6588], [3.3316, 2.5182, -4.1693], [3.0322, -0.3537, -6.1216], [3.3334, -2.1893, -7.7528], [3.8323, -4.4728, -6.9525], [4.0290, -4.9302, -4.5368], [3.7283, -3.0837, -2.9002], [0.0293, -1.1547, -5.6404], [-0.1006, -3.5724, -6.0854], [-0.0125, -5.1828, -4.2116], [0.1624, -4.3648, -1.8868], [0.3005, -1.9399, -1.4291], [-2.2405, 0.9745, -3.0545], [-3.7627, 2.0942, -4.6154], [-2.9200, 2.9297, -6.7921], [-0.5466, 2.6390, -7.3963], [0.9942, 1.4844, -5.8329], [-4.4636, 1.1280, -0.9844], [-2.8854, 1.4083, -0.1676], [-1.8613, 1.5929, 0.3620]],
  "forces_ev_per_a": [[-0.26, -0.09, -0.39], [0.05, -0.03, 0.19], [0.04, -0.02, 0.25], [0.20, 0.16, 0.38], [-0.05, 0.08, -0.24], [-0.01, 0.03, -0.09], [-0.05, -0.08, 0.08], [0.04, 0.06, -0.06], [0.00, 0.01, -0.03], [-0.01, -0.06, 0.00], [0.01, 0.02, -0.08], [-0.01, 0.01, 0.02], [-0.03, -0.02, -0.07], [-0.04, -0.04, -0.02], [-0.03, -0.06, 0.07], [-0.28, -0.17, 0.32], [0.38, 0.09, -0.28], [-0.26, 0.02, 0.02], [0.12, -0.03, -0.15], [0.06, 0.12, 0.20], [0.16, -0.13, -0.35], [0.07, 0.24, 0.19], [-0.02, 0.04, -0.02], [0.03, -0.02, 0.02], [0.01, 0.03, 0.01], [0.01, -0.01, -0.01], [-0.01, -0.05, -0.02], [-0.42, -0.08, 0.11], [-0.08, -0.15, -0.03], [0.04, -0.05, -0.06], [-0.02, 0.01, 0.01], [0.01, -0.01, -0.03], [-0.03, 0.03, 0.03], [0.03, 0.02, 0.10], [-0.04, -0.08, 0.03], [-0.11, 0.13, -0.06], [-0.10, 0.08, -0.01], [-0.03, 0.00, 0.01], [0.02, -0.11, 0.03], [0.16, -0.11, 0.08], [0.00, 0.04, 0.06], [0.07, -0.10, 0.06], [0.00, -0.02, 0.07], [0.00, -0.01, 0.01], [-0.02, 0.10, -0.01], [-0.11, 0.04, -0.14], [0.07, -0.01, 0.00], [0.01, -0.01, 0.07], [-0.02, -0.02, 0.03], [0.00, 0.03, -0.04], [0.00, 0.06, 0.07], [0.05, 0.04, 0.15], [-0.07, 0.00, 0.11], [0.07, 0.08, -0.16], [0.01, -0.04, 0.07], [0.02, 0.01, -0.03], [0.02, -0.01, 0.01], [-0.07, -0.02, -0.04], [0.03, -0.03, -0.02], [0.04, 0.01, -0.02], [0.02, 0.04, 0.01], [-0.04, 0.04, 0.01], [0.35, 0.04, -0.12], [-0.07, 0.03, 0.01], [0.00, 0.00, 0.06], [0.05, -0.02, 0.03], [0.04, -0.03, -0.03], [-0.01, -0.01, -0.13], [-0.02, -0.09, 0.02], [0.04, -0.01, 0.00], [0.04, 0.03, -0.01], [0.01, 0.05, -0.01], [-0.11, 0.02, -0.01], [-0.02, 0.10, -0.01], [0.00, 0.01, -0.06], [0.01, -0.04, -0.04], [0.01, -0.06, 0.02], [0.02, 0.01, 0.12], [0.00, 0.09, -0.07], [0.00, -0.02, -0.07], [-0.01, -0.06, -0.02], [-0.01, -0.04, 0.05], [0.04, 0.00, -0.10], [-0.04, -0.03, 0.11], [-0.04, 0.00, 0.02], [-0.02, 0.02, -0.03], [0.02, 0.01, -0.03], [0.10, -0.01, -0.01], [0.28, 0.02, 0.03], [-0.38, 0.03, -0.13], [0.07, -0.03, 0.00]],
  "e_homo_ev": [-6.44, -6.64],
  "spin_multiplicity": 3,
  "e_above_lowest_ev": 0.008
}

No. 2
{
  "formula": "C44H34NO24",
  "method": "ωB97M-V/def2-TZVPD",
  "species": ["N", "C", "C", "C", "C", "C", "C", "C", "C", "H", "H", "H", "H", "H", "H", "H", "H", "H", "H", "C", "C", "C", "O", "C", "C", "C", "O", "O", "O", "H", "H", "H", "H", "C", "C", "C", "O", "C", "C", "C", "O", "O", "O", "H", "H", "H", "H", "C", "C", "C", "O", "C", "C", "C", "O", "O", "O", "H", "H", "H", "H", "C", "C", "C", "O", "C", "C", "C", "O", "O", "O", "H", "H", "H", "H", "C", "C", "C", "O", "C", "C", "C", "O", "O", "O", "H", "H", "H", "H", "C", "C", "C", "O", "C", "C", "C", "O", "O", "O", "H", "H", "H", "H"],
  "xyz": [[-0.5156, 0.4867, 2.2890], [0.4934, -0.6437, 2.2973], [-0.2718, -1.9330, 1.5579], [-1.8819, -1.6332, 1.8757], [-2.3786, -1.9313, 3.4271], [-3.9534, -1.6161, 3.8118], [-4.9440, -1.0188, 2.6378], [-4.4590, -0.7370, 1.0852], [-2.8942, -1.0509, 0.6852], [-0.2317, 1.2820, 1.6761], [-0.7901, 0.7915, 3.2490], [1.4628, -0.4473, 1.6721], [0.7993, -0.9809, 3.3797], [0.0014, -2.9409, 2.0856], [-1.5884, -2.3277, 4.2113], [-4.3087, -1.8218, 4.9229], [-6.0517, -0.7690, 2.9383], [-5.1808, -0.3055, 0.2673], [-2.3985, -0.8728, -0.3602], [-0.3147, -6.6785, -0.6610], [-0.9462, -7.3623, -1.6172], [-2.1229, -6.7904, -2.3286], [-2.6709, -7.4348, -3.2160], [-2.5892, -5.4544, -1.9259], [-1.9597, -4.7723, -0.9672], [-0.7666, -5.3328, -0.2754], [-0.1980, -4.6743, 0.5890], [-2.3943, -3.5173, -0.5820], [-0.5287, -8.6287, -1.9832], [0.5432, -7.0812, -0.1373], [-3.4563, -5.0581, -2.4386], [-1.7750, -3.2325, 0.1250], [-1.1443, -8.9110, -2.6943], [-10.0261, -2.9420, 6.2696], [-9.5845, -1.8461, 5.6493], [-8.4848, -1.9143, 4.6475], [-8.1132, -0.8931, 4.0799], [-7.8767, -3.2270, 4.3798], [-8.3161, -4.3222, 5.0028], [-9.4340, -4.2579, 5.9839], [-9.8282, -5.2845, 6.5268], [-7.7474, -5.5587, 4.7580], [-10.1343, -0.6054, 5.9147], [-10.8261, -2.9072, 6.9984], [-7.0665, -3.2596, 3.6627], [-8.2393, -6.1894, 5.3278], [-9.6465, 0.0243, 5.3405], [-1.5578, -0.2528, -4.2509], [-1.4436, 0.8095, -5.0504], [-0.6899, 2.0210, -4.6241], [-0.5860, 2.9743, -5.3880], [-0.0950, 2.0246, -3.2785], [-0.2123, 0.9636, -2.4778], [-0.9424, -0.2580, -2.9148], [-1.0176, -1.2245, -2.1636], [0.3419, 0.9613, -1.2109], [-2.0216, 0.8227, -6.3065], [-2.1009, -1.1408, -4.5488], [0.4348, 2.9183, -2.9745], [0.1218, 0.0826, -0.8316], [-1.7964, 1.6990, -6.6881], [5.1357, 2.7688, 4.8984], [4.1130, 2.0667, 5.3902], [2.8811, 1.8289, 4.5879], [1.9655, 1.1639, 5.0595], [2.8118, 2.4167, 3.2409], [3.8332, 3.1216, 2.7507], [5.0756, 3.3358, 3.5424], [6.0050, 3.9726, 3.0578], [3.7737, 3.6791, 1.4866], [4.1612, 1.5329, 6.6648], [6.0380, 2.9473, 5.4698], [1.9037, 2.2513, 2.6755], [4.6335, 4.1372, 1.3628], [3.3039, 1.0697, 6.7863], [5.5996, 1.6868, -0.8132], [6.0411, 2.7827, -1.4335], [7.1408, 2.7146, -2.4354], [7.5124, 3.7357, -3.0030], [7.7489, 1.4018, -2.7030], [7.3095, 0.3066, -2.0801], [6.1916, 0.3709, -1.0990], [5.7974, -0.6557, -0.5561], [7.8782, -0.9298, -2.3248], [5.4913, 4.0234, -1.1682], [4.7995, 1.7216, -0.0845], [8.5591, 1.3692, -3.4201], [7.3863, -1.5606, -1.7550], [5.9791, 4.6532, -1.7424], [3.6091, 4.8782, -6.9983], [4.4756, 5.7850, -6.5427], [4.3080, 6.4098, -5.2014], [5.1310, 7.2260, -4.8021], [3.1382, 6.0177, -4.3999], [2.2699, 5.1135, -4.8571], [2.4528, 4.4687, -6.1863], [1.6479, 3.6275, -6.5716], [1.1669, 4.7424, -4.1101], [5.5633, 6.1769, -7.3013], [3.7201, 4.4145, -7.9704], [3.0186, 6.4927, -3.4345], [0.6950, 4.0756, -4.6553], [6.0384, 6.8391, -6.7536]],
  "forces_ev_per_a": [[1.59, 0.74, 0.39], [-0.55, -1.96, -0.62], [-1.86, 1.02, 1.62], [-1.37, -0.08, 1.11], [-3.52, 1.65, -3.13], [2.00, 0.54, -3.87], [2.87, -0.65, -0.53], [3.55, -1.56, 2.70], [-1.77, -0.50, 4.82], [-0.28, -0.84, 1.07], [0.55, -0.20, -1.37], [-1.62, 0.11, 1.31], [-0.47, 1.05, -1.76], [-0.49, 1.89, -0.67], [-1.87, 0.88, -1.83], [0.52, 0.60, -2.63], [2.47, -0.56, -0.73], [1.40, -0.95, 1.95], [-1.28, -0.41, 2.27], [0.03, 0.15, -0.04], [0.78, -1.14, 0.03], [-0.73, 0.83, -0.16], [0.36, -0.28, 0.18], [0.01, -1.00, -0.66], [-1.03, 2.51, 0.73], [0.87, 0.29, 0.96], [-0.72, -0.91, -0.84], [1.14, -2.85, -0.62], [-0.98, 1.13, -0.21], [-0.04, 0.04, -0.03], [0.06, -0.02, 0.03], [0.24, 0.54, 0.11], [0.22, 0.22, 0.32], [0.00, -0.35, 0.06], [-1.06, 1.37, 0.73], [0.85, 0.26, -0.79], [-0.66, -0.53, 0.66], [-0.03, 0.35, -0.09], [1.04, -1.28, -0.64], [-0.61, -0.30, 0.63], [0.42, 0.51, -0.46], [-1.27, 1.21, 0.85], [1.16, -1.26, -0.84], [0.05, -0.01, -0.05], [0.04, 0.05, 0.00], [0.22, 0.29, -0.26], [-0.16, -0.27, 0.20], [0.04, -0.02, 0.12], [-0.81, -0.49, -1.29], [0.35, 0.25, 0.72], [-0.45, -0.35, 0.19], [-0.18, 0.32, -0.75], [1.13, 0.37, 2.22], [-0.43, -1.41, 0.42], [0.23, 1.15, -0.85], [-1.14, -0.48, -2.19], [0.94, 0.79, 1.24], [0.04, 0.05, 0.03], [-0.05, -0.15, 0.12], [0.03, -0.16, 0.37], [-0.08, -0.41, 0.16], [0.17, 0.21, -0.28], [0.57, -0.51, 1.71], [-1.16, -0.48, -0.29], [0.94, 0.56, 0.01], [-0.11, -0.14, 0.22], [-0.58, 0.44, -1.46], [0.81, 0.26, 0.23], [-0.67, -0.32, 0.06], [0.85, -0.41, 1.64], [-0.74, 0.41, -1.71], [-0.05, -0.02, -0.05], [-0.02, -0.10, 0.04], [-0.34, -0.17, -0.07], [0.31, 0.16, -0.11], [0.01, -0.31, 0.07], [-1.00, 1.18, 0.69], [0.66, 0.25, -0.65], [-0.43, -0.48, 0.50], [-0.03, 0.39, -0.06], [1.11, -1.41, -0.70], [-0.83, -0.45, 0.82], [0.61, 0.68, -0.60], [-1.22, 1.30, 0.82], [1.18, -1.13, -0.83], [-0.01, 0.00, -0.05], [-0.05, 0.01, 0.03], [0.15, 0.25, -0.22], [-0.19, -0.24, 0.22], [-0.20, -0.11, 0.04], [1.16, 0.11, -1.35], [-0.04, 0.50, 0.93], [-0.28, -0.48, -0.53], [0.56, 0.32, -0.13], [-1.59, -0.23, 1.63], [-0.40, -0.84, -0.94], [0.98, 0.84, 0.34], [1.94, 0.47, -1.57], [-1.10, 0.03, 1.49], [-0.01, 0.02, 0.07], [0.01, -0.04, -0.05], [-0.46, 0.01, -0.17], [-0.20, -0.30, -0.19]],
  "e_homo_ev": -2.62,
  "total_charge": -1
}

Values for E_tot, Ha, ordered as above
-6545.60325; -3557.18258
Values for max |F|, eV/Å, ordered as above
0.48; 5.16